The following is a quantum chemistry calculation of a structure of composition C9H20AsHgNO5S, from OMol25.

## Properties
LUMO level (alpha / beta): 2.853 / 2.783 eV
Total charge: -1
Multiplicity: 2
Energy above the lowest of the compared OMol25 structures with the same formula, charge and spin: 20.1 kcal per mole

Positions of all 38 atoms, in Å:
C (-0.13064, -4.70699, -0.32624)
H (0.77908, -5.14420, 1.62059)
C (-0.71547, -3.49481, -1.08378)
H (-2.73814, -1.85013, 1.25812)
C (-1.99909, -2.89192, -0.49533)
H (-0.29041, -0.51127, 3.11913)
O (-0.92881, 0.72332, -0.53196)
H (-0.47820, 1.21003, 3.60151)
S (-0.06021, 1.45355, -1.57454)
H (0.26120, 3.42668, 2.20173)
O (0.16938, 0.58523, -2.71891)
H (2.62549, 0.30995, 2.21059)
C (2.20682, 1.29991, 2.03681)
H (0.45539, -5.30625, -1.02551)
O (1.05483, -2.08370, 1.58804)
H (2.81539, 1.83539, 1.31131)
H (-2.43851, -2.20628, -1.22292)
H (-2.72612, -3.69994, -0.33027)
H (-1.43930, -3.91674, 1.76814)
C (-0.22849, 2.93156, 1.36047)
O (1.23946, 1.65509, -0.79587)
H (0.04468, -2.71249, -1.16501)
C (-0.61831, 0.47575, 2.80541)
N (-1.03868, -2.98600, 1.76767)
As (0.42537, 1.10298, 1.23777)
C (-1.78501, -2.13872, 0.81251)
H (-1.30408, 2.89729, 1.52840)
C (0.33104, -3.04678, 1.47541)
H (-1.66769, 0.44441, 2.51432)
Hg (2.32687, -1.15857, -1.39383)
H (-0.92988, -3.80590, -2.10804)
H (-0.03564, 3.46492, 0.43439)
O (-0.66502, 2.73568, -1.89189)
H (1.81761, -4.20877, 0.53949)
H (-1.21164, -1.23340, 0.63274)
C (0.78877, -4.35160, 0.86609)
H (2.13371, 1.85534, 2.97338)
H (-0.95386, -5.34774, 0.00777)

Force components x, y, z for each atom (eV/Å):
C 0.031 0.053 -0.004
H -0.010 -0.021 -0.026
C 0.002 -0.026 0.034
H 0.010 0.023 0.005
C 0.000 -0.029 0.008
H 0.007 -0.015 0.010
O -0.098 0.035 -0.008
H -0.025 -0.021 0.036
S 0.005 -0.129 0.264
H -0.018 -0.014 0.020
O -0.022 -0.022 0.015
H 0.006 0.009 0.027
C 0.057 -0.111 -0.065
H -0.011 -0.024 0.009
O -0.103 -0.132 0.049
H 0.013 0.022 0.029
H 0.018 0.027 0.011
H -0.009 0.004 -0.031
H 0.016 -0.006 -0.058
C 0.002 -0.015 -0.053
O 0.003 -0.026 -0.163
H -0.009 0.020 -0.039
C 0.015 -0.116 -0.049
N 0.042 0.004 0.065
As -0.118 0.428 0.013
C -0.025 -0.051 0.053
H 0.004 -0.008 0.004
C -0.004 0.145 -0.012
H -0.013 0.008 0.025
Hg 0.100 0.055 -0.058
H 0.003 -0.008 0.001
H 0.035 -0.032 -0.002
O 0.066 -0.040 -0.070
H 0.003 0.017 0.010
H 0.019 0.044 -0.029
C -0.001 -0.041 -0.032
H 0.013 0.000 0.011
H -0.004 -0.007 0.000

The following is a quantum chemistry calculation of an isolated molecule of CHClN2, from OMol25.

## Properties
LUMO level: -0.040 eV
SMILES: N#CNCl
Energy above the lowest of the compared OMol25 structures with the same formula, charge and spin: 0.0 kcal per mole

Positions of all 5 atoms, in Å:
H (-0.72838, 1.31632, 0.08677)
Cl (1.50561, 0.83688, -0.17688)
N (-0.36792, -1.89077, -0.21264)
C (-0.30782, -0.79044, -0.03900)
N (-0.10149, 0.52800, 0.34174)

Force components x, y, z for each atom (eV/Å):
H 0.400 -1.370 -0.154
Cl 0.556 0.838 0.002
N -0.395 -4.649 -0.911
C -0.557 6.136 1.462
N -0.004 -0.954 -0.399

The following is a quantum chemistry calculation of a structure of composition C22H20ClNSn, from OMol25.

## Properties
LUMO level: 4.863 eV
Total charge: -2

Positions of all 45 atoms, in Å:
C (-2.48446, -2.61022, 0.74206)
C (2.85917, -1.64503, 1.00000)
H (-4.41760, 0.65989, -2.17819)
Cl (0.62107, 0.51269, 3.17567)
Sn (-0.36771, 1.25034, 1.14272)
C (2.25421, 2.71103, 1.46992)
C (2.02709, 1.99677, -0.70577)
H (-3.48177, -2.29227, 1.06284)
H (4.74029, -2.39148, 1.69935)
C (-4.82025, 1.58427, -0.17160)
H (3.54091, 1.07976, 0.65782)
H (2.61358, 2.80316, 2.48802)
C (2.07399, -1.21440, -0.11096)
C (-0.20026, -1.91506, 0.18707)
C (2.70287, -1.16766, -1.38858)
H (-1.92390, -0.57870, 0.43729)
H (-0.56709, -5.35598, 0.13374)
H (2.38019, -1.68006, 1.96960)
C (2.73142, 1.78848, 0.50650)
N (0.72738, -0.89935, 0.07631)
H (-2.88635, -4.72347, 0.78576)
C (-4.76876, 2.94726, 0.26047)
H (0.75627, 4.38033, 1.29795)
H (2.10197, -0.84904, -2.24373)
H (4.49117, -1.52692, -2.53280)
H (-4.25495, 4.82723, -0.85617)
H (5.79943, -2.30419, -0.56977)
H (-3.88678, 3.18950, -2.97434)
C (0.12778, -3.30776, 0.03189)
C (-2.13851, -3.95586, 0.60108)
C (1.12359, 3.08105, -0.51577)
H (0.46349, 3.50256, -1.26411)
C (-4.17448, 2.88272, -1.97535)
H (2.20025, 1.46549, -1.63637)
C (-0.83248, -4.30364, 0.23670)
C (4.18731, -2.03945, 0.83224)
C (4.76769, -2.00430, -0.44220)
C (-4.36943, 3.74942, -0.85402)
H (-5.01422, 3.31164, 1.25079)
H (-5.11228, 0.73371, 0.43312)
H (1.13802, -3.59431, -0.26082)
C (4.03050, -1.55624, -1.54735)
C (-1.56757, -1.61691, 0.45723)
C (1.26275, 3.53005, 0.84571)
C (-4.45353, 1.54496, -1.55396)

Force components x, y, z for each atom (eV/Å):
C 0.108 0.138 -0.267
C -0.066 0.079 -0.985
H 0.062 0.012 0.040
Cl 0.146 -0.433 1.077
Sn 1.256 0.113 -1.464
C 0.039 0.167 -0.859
C -0.145 0.734 0.360
H 0.225 -0.297 -0.287
H 0.085 0.060 -0.156
C 0.256 0.857 -0.655
H -0.305 0.016 0.018
H -0.143 -0.048 -0.097
C 0.556 -0.625 0.181
C 0.980 0.033 -0.268
C -0.478 -0.107 0.682
H 0.104 -0.516 0.032
H 0.018 0.200 -0.063
H -0.018 0.050 0.013
C -0.133 0.517 0.111
N -1.480 0.103 0.049
H 0.128 0.030 0.010
C 0.196 -0.342 -1.027
H 0.038 -0.221 -0.105
H 0.172 -0.075 0.281
H -0.048 0.006 0.139
H 0.049 -0.021 0.023
H 0.078 -0.043 -0.034
H 0.049 -0.018 0.035
C -0.378 -0.019 0.115
C -0.123 -0.336 0.286
C 0.399 -0.361 0.556
H 0.001 -0.062 0.107
C -0.389 -0.309 1.033
H -0.165 0.068 0.217
C -0.105 0.833 0.033
C -0.542 0.188 -0.431
C -0.170 0.202 0.053
C -0.190 -1.099 -0.037
H 0.048 -0.010 0.018
H 0.043 0.003 0.009
H -0.200 0.154 0.152
C -0.077 -0.086 0.582
C 0.201 0.126 0.122
C 0.017 -0.584 -0.218
C -0.103 0.923 0.620

Max |F| (computed, eV/Å): 0.44, 6.33, 1.93